[1]
A structure of composition C25H21F2FeO3. Source: OMol25; level of theory: ωB97M-V/def2-TZVPD.

Lowest unoccupied orbital energy (spin up / spin down), eV: 2.454 / 0.758
Multiplicity: 5
Energy relative to the best compared isomer or geometry (same formula, charge and spin), eV: 0.0000
Calculated total energy, Eh: -2654.26549
Expectation value of S²: 6.1384
HOMO energy (spin up / spin down), eV: -1.606 / -4.181
Net charge: -1
Kohn-Sham gap (spin up / spin down), eV: 4.060 / 4.939

Last column: Mulliken spin population.
CARTESIAN COORDINATES (ANGSTROEM)
H -0.118 0.881 -0.366  0.055
H -5.491 2.626 3.311  0.010
H 0.427 -1.147 -4.903  0.036
C -1.514 1.920 2.443  0.155
F 3.234 3.678 2.389  -0.004
H 1.842 -1.024 -1.300  0.040
C 0.581 -1.162 -3.781  -0.050
C -1.696 -2.063 -6.258  0.001
H 1.963 0.764 -1.397  -0.003
H 4.614 -0.609 2.392  -0.003
C 4.055 1.465 2.409  0.144
C 1.361 0.517 2.392  -0.010
H -0.721 2.656 2.470  0.018
C -2.828 2.339 2.419  -0.066
C -3.643 0.098 2.404  -0.067
H -4.481 -0.600 2.396  -0.002
H -2.151 -1.445 2.378  0.003
H 6.136 1.162 2.436  0.000
H 1.862 0.567 -3.731  0.004
C -2.347 -0.370 2.399  0.145
H -6.000 1.176 2.425  0.000
C 2.480 -0.376 2.373  0.155
C 1.652 1.916 2.407  0.161
O -2.339 -1.835 -7.197  0.008
C -0.015 -2.273 -3.006  0.115
C -3.918 1.475 2.413  0.144
C 0.066 -0.062 2.378  0.320
C -1.010 -0.893 -1.147  -0.139
C -1.533 -4.145 -4.608  0.098
C -5.298 2.013 2.422  -0.010
H 0.861 2.654 2.410  0.027
H 2.280 -1.450 2.350  0.002
Fe -0.765 -2.564 -4.810  1.858
C 0.590 -3.349 -5.555  -0.017
C 0.013 0.012 -1.017  0.431
C 5.436 2.000 2.430  -0.010
O -1.867 -5.206 -4.955  -0.041
C 1.273 -0.171 -3.178  0.113
H -5.501 2.631 1.540  0.010
C 2.967 2.332 2.404  -0.059
O 1.537 -3.745 -6.104  -0.030
H 5.624 2.613 3.320  0.010
C -1.226 0.521 2.417  0.004
H 0.064 -1.155 2.354  -0.012
H 0.636 -3.148 -2.804  0.060
H 5.647 2.619 1.550  0.010
H -1.857 -2.727 -1.924  0.033
C 1.346 -0.104 -1.676  -0.030
H -1.881 -0.777 -0.487  -0.001
C 3.777 0.089 2.391  -0.074
F -3.092 3.685 2.395  -0.004
C -1.032 -2.008 -2.015  0.461

---

[2]
A structure of composition C25H21N4O3PdSSe2. Source: OMol25; level of theory: ωB97M-V/def2-TZVPD.

Lowest unoccupied orbital energy, eV: -5.655
Multiplicity: 1
Energy relative to the best compared isomer or geometry (same formula, charge and spin), eV: 0.9377
Calculated total energy, Eh: -6738.65138
HOMO energy, eV: -11.421
Net charge: +1
Kohn-Sham gap, eV: 5.766

Last column: Mulliken charge in e.
CARTESIAN COORDINATES (ANGSTROEM)
H 5.263 -0.366 2.939  0.414
C 4.441 -0.193 0.980  1.144
C -4.958 2.277 -0.662  -0.697
H 6.579 -0.164 1.015  0.427
H -1.931 4.158 0.346  0.578
C -2.029 3.020 2.188  -0.317
H -3.145 -1.022 0.362  0.564
S -2.843 2.625 -2.568  1.222
N -0.275 1.310 0.920  0.204
C -0.714 2.413 0.304  -0.332
C 4.683 0.202 -1.803  -1.049
C -3.130 0.709 -0.906  0.855
C 0.684 -4.618 -1.086  -0.895
H 1.554 1.050 -1.869  0.119
H 1.683 -2.783 -1.542  0.335
C 3.246 -0.120 0.127  0.416
H -0.511 -6.256 -0.353  0.412
O -3.594 2.736 -3.774  -0.693
C 2.249 0.284 -2.228  -0.978
H -6.374 1.758 0.863  0.428
N 2.130 -0.272 0.776  -0.215
H 1.670 -0.639 -2.351  0.220
H 6.785 0.177 -1.404  0.419
H 4.835 0.381 -2.859  0.456
C -1.592 3.300 0.908  -1.021
C 0.969 -3.285 -0.901  -0.076
H -1.879 1.631 3.831  0.502
C -1.893 0.532 -1.733  0.190
C -0.246 -5.213 -0.242  -0.294
H -2.728 3.675 2.690  0.449
C -4.811 0.301 0.729  -0.762
Se -0.003 -0.526 3.106  0.025
H 3.826 -1.367 2.650  0.286
O -1.057 -0.416 -1.529  -0.772
C -0.467 -3.110 0.885  0.386
C 5.798 0.094 -0.965  -0.492
N 0.394 -2.534 0.052  0.133
C 3.410 0.107 -1.306  1.028
C -3.797 1.863 -1.274  -0.170
N -1.705 1.430 -2.658  -0.507
C 4.294 -0.403 2.449  -1.216
C -5.460 1.474 0.361  -0.479
H 1.173 -5.169 -1.876  0.443
H -5.466 3.181 -0.971  0.489
H -0.382 2.579 -0.712  0.738
H -5.231 -0.316 1.513  0.437
C -3.639 -0.099 0.093  -0.177
H 2.584 0.587 -3.217  0.458
C -1.562 1.877 2.828  -0.723
H 3.633 0.349 2.879  0.279
Se -1.379 -2.214 2.348  0.033
C -0.687 1.038 2.168  0.037
O -2.204 3.797 -2.024  -0.614
Pd 0.444 -0.386 -0.131  0.783
C 5.688 -0.098 0.407  -1.036
C -0.813 -4.454 0.763  -0.800
H -1.512 -4.892 1.462  0.405

---

[3]
A structure of composition C25H21N5O4PPdS2. Source: OMol25; level of theory: ωB97M-V/def2-TZVPD.

Lowest unoccupied orbital energy (spin up / spin down), eV: -8.083 / -8.083
Multiplicity: 1
Energy relative to the best compared isomer or geometry (same formula, charge and spin), eV: 4.4566
Calculated total energy, Eh: -2805.30836
HOMO energy (spin up / spin down), eV: -11.087 / -11.100
Net charge: +1
Kohn-Sham gap (spin up / spin down), eV: 3.004 / 3.018

Last column: Mulliken charge in e.
CARTESIAN COORDINATES (ANGSTROEM)
H -2.960 3.903 -5.403  0.389
H 0.793 -4.605 -0.553  0.403
C -1.677 2.805 2.572  0.492
H -2.348 3.244 4.541  0.494
S 0.177 -1.138 0.214  -0.158
H -0.338 -7.219 2.636  0.417
H -3.679 6.122 -4.492  0.453
N -0.773 2.237 1.775  0.039
C -2.648 3.076 -3.453  -0.028
H -3.874 6.374 -2.003  0.440
H -2.267 2.131 -3.816  0.411
P 1.707 -2.234 0.922  1.257
H -2.544 0.106 -2.399  0.251
H -0.373 2.064 5.588  0.455
N -2.754 3.232 -2.138  -0.225
H 3.668 -4.275 0.789  0.417
C -3.007 4.082 -4.340  -0.797
C 4.461 -1.787 -2.049  -0.732
C 0.193 -6.022 0.943  -0.677
H 2.674 -0.761 -1.484  0.315
C 0.300 1.670 2.303  -0.466
C 0.485 1.594 3.678  -1.005
H -1.533 -0.527 -1.225  0.036
O 0.399 2.023 -1.425  -0.669
C -3.199 4.386 -1.649  0.675
H 1.029 1.285 1.603  1.255
C 5.313 -2.850 -1.798  -0.337
C 3.061 -2.504 -0.259  0.460
N -1.683 0.267 -1.871  -0.216
Pd -1.485 2.168 -0.480  0.498
H 5.685 -4.595 -0.605  0.411
C 0.931 -4.101 2.805  -0.384
N -2.667 3.615 0.557  0.048
H 1.368 1.120 4.075  0.327
H -0.094 -6.777 0.230  0.403
C 3.901 -3.585 -0.009  -0.508
C 0.699 -4.810 0.505  -0.193
C -0.482 2.125 4.517  -0.357
C 0.053 -6.272 2.301  -0.418
C 0.420 -5.314 3.231  -0.686
H 0.316 -5.507 4.288  0.414
C -3.433 5.302 -3.836  -0.279
O 1.651 0.728 -2.711  -0.698
O -4.084 5.412 0.293  -0.559
C -1.577 2.766 3.957  -0.560
H 6.206 -2.980 -2.389  0.408
H -0.366 -0.370 -3.335  0.234
C 5.030 -3.757 -0.787  -0.725
C 0.585 1.095 -2.269  0.710
C 3.325 -1.600 -1.279  -0.246
C -2.799 3.580 1.925  -0.042
O -3.663 4.113 2.572  -0.577
N -0.599 0.441 -2.765  -0.065
S 2.423 -1.191 2.488  -0.209
H 4.677 -1.087 -2.841  0.477
C -3.384 4.535 -0.147  0.061
C 1.074 -3.857 1.447  0.222
H 1.221 -3.338 3.516  0.336
C -3.536 5.458 -2.464  -0.391

---

[4]
A structure of composition C25H22BFeN10S3. Source: OMol25; level of theory: ωB97M-V/def2-TZVPD.

Lowest unoccupied orbital energy (spin up / spin down), eV: 1.718 / 1.718
Multiplicity: 1
Calculated total energy, Eh: -3996.74591
HOMO energy (spin up / spin down), eV: -2.728 / -2.734
Net charge: -1
Kohn-Sham gap (spin up / spin down), eV: 4.446 / 4.452

Last column: Mulliken charge in e.
CARTESIAN COORDINATES (ANGSTROEM)
Fe -0.232 -0.585 -0.458  -0.227
C -3.459 -0.241 -1.191  -0.104
H 3.416 2.187 3.587  0.506
C 0.324 3.580 -0.054  0.331
C -4.418 -1.498 0.324  -0.150
H -1.759 3.690 -2.702  0.437
C 2.452 -0.636 -2.831  0.608
H -2.997 -3.243 1.988  -0.190
H -5.056 -2.055 0.994  0.426
H 1.325 -3.216 -1.271  0.302
N -3.083 -1.625 0.393  0.060
N 2.560 4.608 2.651  -0.694
C 2.803 0.244 2.884  -0.960
S -0.281 -0.929 -2.877  -0.415
C 2.010 2.292 1.967  0.422
H -1.478 1.233 -2.411  0.740
C 1.336 -0.657 -3.553  0.418
H -5.688 -0.277 -1.013  0.371
C 0.388 2.203 0.057  0.052
C 1.929 3.751 1.879  0.952
H 3.420 -0.326 3.566  0.408
C 0.493 -3.508 -0.650  -0.143
H -0.825 1.408 3.482  0.497
N 1.134 5.691 0.950  -0.712
S 2.129 6.074 2.152  0.067
N -0.216 -2.567 -0.041  1.120
H -3.241 0.413 -2.021  0.409
C -1.085 -4.525 0.496  -0.130
H 0.338 -5.734 -0.689  0.384
H 2.337 -0.471 -5.474  0.417
H 4.591 -0.414 -2.698  0.371
N -0.280 1.386 -0.766  0.523
H -0.531 5.224 -1.132  0.512
C 1.332 -0.454 -5.051  -1.483
H 0.739 -1.235 -5.539  0.277
H 3.885 0.522 -4.019  0.316
C -0.013 -4.778 -0.333  -1.295
H 4.073 -1.229 -4.176  0.337
C 1.984 -0.415 1.976  -0.525
C 1.237 1.553 1.092  -0.598
C -4.716 -0.610 -0.687  -1.183
C 1.105 4.377 0.895  0.924
N -2.477 -0.857 -0.545  -0.028
C -0.469 4.146 -1.050  -0.690
H 0.867 0.504 -5.317  0.213
C -1.377 -0.520 4.493  -1.122
H 1.942 -1.497 1.933  0.510
N -1.358 -0.197 2.254  -0.167
C -1.762 -1.681 3.857  -0.269
N -1.180 -3.196 0.673  -0.324
H -1.777 -5.188 0.993  0.431
H -2.054 -2.644 4.252  0.440
B -2.280 -2.439 1.430  0.197
C 2.811 1.619 2.891  -0.888
H -1.283 -0.342 5.554  0.390
C 3.824 -0.426 -3.471  -1.713
C -1.145 3.308 -1.899  -1.391
C -1.140 0.373 3.432  -0.275
N 1.213 0.230 1.108  0.580
S 2.421 -0.871 -1.078  -0.283
C -1.020 1.933 -1.732  -0.296
N -1.738 -1.464 2.525  0.310

---

[5]
A structure of composition C25H22BrCl2IrN3OP. Source: OMol25; level of theory: ωB97M-V/def2-TZVPD.

Lowest unoccupied orbital energy (spin up / spin down), eV: -3.509 / -4.504
Multiplicity: 6
Energy relative to the best compared isomer or geometry (same formula, charge and spin), eV: 0.9423
Calculated total energy, Eh: -5145.12223
Expectation value of S²: 8.7975
HOMO energy (spin up / spin down), eV: -10.086 / -10.427
Net charge: +1
Kohn-Sham gap (spin up / spin down), eV: 6.577 / 5.923

Last column: Mulliken spin population.
CARTESIAN COORDINATES (ANGSTROEM)
H 1.777 -2.614 -1.980  0.003
C -2.926 -0.448 -0.669  -0.012
C -2.694 0.932 -0.395  -0.006
C 4.490 -0.193 -0.948  0.065
P 2.990 -1.149 -0.508  0.433
C -2.411 3.859 -0.364  0.031
H 4.736 0.493 -0.138  0.003
C -0.487 -4.022 2.496  -0.061
O -0.969 -0.719 -2.018  0.195
C 3.541 -2.082 0.945  0.016
C -0.060 3.366 -0.539  0.006
H -3.448 3.552 -0.380  0.001
C -2.063 -1.211 -1.503  0.003
C -4.109 -1.028 -0.157  0.000
H 1.863 6.163 -0.386  0.001
C 2.177 2.823 -0.762  0.026
C -1.025 -3.282 3.539  0.129
C -0.814 5.665 -0.264  0.021
N 0.922 2.426 -0.714  0.006
H -3.529 1.487 0.035  0.004
H 2.831 -2.869 1.183  -0.007
H 4.519 -2.524 0.749  0.008
C -1.411 2.928 -0.485  -0.014
H -0.509 -5.103 2.513  0.000
C 2.817 -2.310 -1.889  0.019
C -4.417 -2.332 -0.434  0.012
H 3.445 -3.189 -1.738  0.010
H -1.788 -3.120 -2.435  -0.002
C -2.107 5.230 -0.242  -0.008
H 2.916 2.048 -0.899  -0.007
Cl 0.701 -4.313 0.096  0.016
H 3.121 -1.807 -2.807  0.001
Br -5.978 -3.115 0.286  0.001
H -0.583 6.717 -0.175  0.001
H 3.616 -1.406 1.797  0.004
C -1.012 -1.893 3.494  -0.060
Ir 0.283 0.328 -0.663  2.677
Cl -0.456 0.481 2.331  0.046
H -1.441 -1.305 4.293  -0.001
H -2.916 5.940 -0.140  0.000
C -2.437 -2.541 -1.792  0.022
N -1.579 1.543 -0.628  0.165
H -4.768 -0.435 0.464  0.000
H 4.314 0.373 -1.863  0.000
C 2.564 4.166 -0.647  -0.015
N 0.647 -1.314 0.264  1.030
H -3.834 -4.117 -1.486  0.000
H -1.466 -3.788 4.386  0.010
C 0.074 -3.377 1.412  0.123
C -3.576 -3.090 -1.263  0.002
C 0.123 -1.971 1.326  -0.023
H 5.337 -0.864 -1.109  0.014
C -0.447 -1.262 2.409  0.093
H 3.612 4.424 -0.697  -0.001
C 1.600 5.117 -0.477  0.028
C 0.241 4.735 -0.422  -0.010

---

[6]
A structure of composition C25H22CaN14O5SSe2. Source: OMol25; level of theory: ωB97M-V/def2-TZVPD.

Lowest unoccupied orbital energy, eV: 3.764
Multiplicity: 1
Energy relative to the best compared isomer or geometry (same formula, charge and spin), eV: 1.8709
Calculated total energy, Eh: -7987.56438
HOMO energy, eV: -2.667
Net charge: -2
Kohn-Sham gap, eV: 6.431

Last column: Mulliken charge in e.
CARTESIAN COORDINATES (ANGSTROEM)
Se 5.159 0.400 0.523  0.288
H 1.432 1.085 -1.797  0.313
H -3.316 2.928 -0.242  0.537
C 1.772 4.276 -0.750  -0.313
C -6.185 1.162 -0.513  -0.603
N 0.962 -3.947 -1.055  0.012
N 0.269 -2.076 -3.874  -0.830
C -6.497 1.054 0.833  -0.793
Se 4.012 2.295 2.148  -0.398
H -1.648 2.396 -2.975  0.191
C -5.661 1.580 1.808  0.797
H -2.799 -2.121 -0.434  0.477
H -3.840 2.666 2.124  0.368
H -5.590 1.964 -2.889  0.252
H 6.887 -2.633 4.160  0.356
N 0.652 -3.808 2.378  -0.627
O -3.757 2.937 -4.039  -0.740
N 2.406 1.666 -0.082  0.111
C -2.343 -1.141 -0.491  -0.867
C -3.638 2.318 -2.992  0.214
C 6.076 -1.214 2.771  -0.933
C 2.506 4.003 0.387  -0.634
C 5.082 -1.016 1.821  0.516
C -4.512 2.243 1.386  -0.725
C 5.179 -3.405 3.104  -0.992
N 0.945 -1.670 -1.868  0.647
N -2.423 1.986 -2.476  0.048
C -2.719 -0.249 -1.479  0.174
H 6.812 -0.441 2.944  0.411
C -5.974 1.441 3.275  -1.404
N 1.268 -2.446 0.822  0.176
N -0.741 0.405 0.358  -0.532
O 4.162 -2.651 -1.240  -0.672
N 1.072 -2.610 2.151  -0.509
C 4.204 -3.100 2.168  -0.094
H -5.896 2.404 3.783  0.345
C -2.097 0.989 -1.519  0.382
H 0.852 3.406 -2.504  0.478
C 6.115 -2.432 3.426  -0.105
C 0.778 -2.986 -2.043  0.076
N 4.145 -1.918 1.562  0.203
H -6.981 1.053 3.427  0.347
H 2.841 4.791 1.048  0.378
C -4.201 2.378 0.045  -0.094
N 0.356 -3.273 -3.265  -0.642
O 5.693 -1.840 -2.952  -0.730
C 1.721 1.942 -1.193  -0.308
C 0.937 -3.631 0.295  0.246
N -4.774 1.910 -2.303  -0.063
H 1.509 5.298 -0.998  0.369
C -1.355 -0.773 0.411  -0.757
C 2.849 2.674 0.680  -0.086
O 3.908 -0.408 -2.054  -0.627
H 5.211 -4.382 3.565  0.394
H -5.270 0.757 3.754  0.293
C -1.104 1.259 -0.586  -0.774
C 1.391 3.229 -1.582  -0.505
N 0.549 -4.496 1.226  -0.575
C -5.026 1.813 -0.925  0.370
H -0.583 2.213 -0.603  0.632
H -1.030 -1.442 1.199  0.703
H 3.443 -3.820 1.890  0.216
N 0.617 -1.134 -3.068  -0.389
H 0.553 -4.841 -1.272  0.330
Ca 2.628 -1.315 -0.515  1.811
H -3.473 -0.509 -2.210  0.491
O 5.858 -0.968 -0.724  -0.523
S 4.871 -1.496 -1.824  1.239
H -7.406 0.539 1.124  0.288
H -6.846 0.735 -1.260  0.363

---

Q: Among the records above, which one has the lowest net charge?
A: C25H22CaN14O5SSe2

---

Q: Among the records above, which one has the lowest net charge?
A: C25H22CaN14O5SSe2